[1]
{
  "formula": "C40H119N19O19",
  "method": "ωB97M-V/def2-TZVPD",
  "elements": ["H", "H", "H", "N", "H", "C", "H", "H", "O", "H", "H", "H", "O", "H", "H", "H", "H", "H", "H", "H", "H", "H", "H", "H", "C", "C", "H", "C", "C", "H", "H", "C", "C", "H", "H", "H", "O", "N", "H", "H", "H", "C", "H", "H", "N", "H", "H", "C", "C", "C", "H", "H", "O", "N", "C", "C", "H", "H", "H", "H", "H", "H", "O", "O", "N", "H", "C", "N", "H", "H", "C", "C", "C", "H", "N", "H", "H", "O", "H", "H", "H", "H", "O", "H", "C", "C", "H", "N", "H", "C", "H", "C", "O", "C", "H", "H", "H", "H", "H", "H", "H", "O", "O", "C", "N", "H", "H", "H", "C", "H", "C", "H", "H", "N", "H", "H", "H", "H", "H", "O", "H", "H", "C", "H", "C", "N", "N", "H", "H", "H", "C", "H", "H", "H", "O", "C", "H", "H", "H", "O", "H", "C", "N", "H", "N", "H", "H", "H", "H", "H", "H", "N", "H", "H", "H", "O", "H", "O", "O", "H", "H", "H", "C", "H", "N", "C", "C", "N", "H", "C", "H", "N", "H", "H", "H", "H", "H", "H", "H", "H", "H", "H", "C", "O", "C", "H", "C", "H", "H", "C", "C", "H", "C", "O", "H", "H", "N"],
  "xyz": [[3.278, 0.606, 4.341], [0.341, 6.650, -1.906], [-3.540, 3.037, -3.350], [6.738, 1.958, 0.082], [2.743, 1.097, -5.673], [0.606, 0.422, -1.572], [0.685, -7.791, -7.242], [-4.285, -2.676, 2.583], [1.914, 4.998, -1.050], [6.352, 2.246, 0.970], [-3.749, 1.184, 0.087], [5.679, 1.387, -5.082], [-3.709, 2.248, -5.987], [1.080, -8.140, -5.838], [2.126, 1.725, 6.881], [-0.174, 3.545, -0.442], [-5.903, 2.175, -0.799], [0.714, 2.466, 6.354], [-0.126, 5.669, -3.283], [-5.275, -0.156, -1.432], [2.313, -3.276, -5.214], [-0.691, 5.032, 2.063], [4.907, -2.668, -2.326], [-2.930, -5.084, 0.162], [1.255, 4.953, -2.062], [-1.929, -3.447, 0.190], [-6.441, -0.765, 1.304], [-3.232, -4.138, 7.105], [1.142, -3.135, 3.701], [0.443, -0.653, -3.469], [-3.094, -0.758, -6.273], [1.233, 1.509, 6.295], [-4.396, -2.682, 5.346], [-0.662, 1.081, 2.383], [1.778, 4.603, 7.375], [3.378, 2.911, 2.749], [-0.900, 0.501, 0.352], [-2.980, -1.867, -3.439], [2.815, -5.072, -7.122], [-1.046, -0.966, 5.895], [2.093, 0.841, -2.968], [-6.156, -1.083, 0.301], [-2.946, 1.285, -2.276], [3.222, -7.336, -6.183], [0.376, 5.777, -2.414], [-2.414, -4.515, 6.491], [4.115, 2.800, 4.333], [-0.975, 0.249, 1.753], [4.769, 1.855, -5.460], [3.046, -7.338, -8.378], [-5.313, -1.680, 7.604], [1.296, -1.182, 5.735], [2.684, 0.481, 2.432], [-1.080, 3.137, -0.258], [-0.753, 0.060, 5.672], [-6.461, 1.323, -0.412], [4.396, 2.636, -4.798], [2.891, 5.716, 6.556], [-0.765, -2.725, 3.623], [2.599, -0.452, 2.641], [-3.541, 2.151, -6.927], [3.744, -8.163, -8.525], [1.536, -2.003, 3.583], [4.518, 0.477, -8.039], [-2.080, 4.867, -1.052], [-3.986, -1.186, 3.373], [2.058, -5.703, -6.658], [1.487, -8.172, -6.761], [5.638, 3.347, 2.983], [-2.910, -4.159, 8.146], [4.266, -3.196, -0.601], [-2.675, 2.516, -3.761], [3.686, 0.876, 3.367], [-8.818, 0.041, 0.047], [-3.123, -0.678, -5.267], [3.426, 2.273, -7.760], [4.627, 2.515, 0.414], [-7.574, 1.160, -1.233], [4.028, 0.324, -3.524], [2.628, 0.992, -8.787], [-1.184, 2.149, -0.078], [-9.225, 1.797, -0.113], [-2.690, 1.217, -3.199], [-0.087, 0.437, 7.693], [-2.490, 2.549, -5.304], [0.323, -0.841, -2.402], [-0.661, -1.241, -2.159], [1.246, 3.976, -2.855], [-2.894, 0.132, -4.707], [0.613, 5.122, 4.990], [2.057, 6.264, 7.880], [-0.022, 4.683, 2.849], [3.814, -0.827, -0.574], [0.803, 6.131, 6.068], [0.681, -3.702, -5.729], [-9.522, 0.786, -1.416], [-3.977, -4.923, 6.978], [-2.026, -0.026, 1.845], [0.908, -0.615, 0.310], [-0.408, -0.657, 1.967], [4.569, -4.041, 0.015], [5.310, 2.496, 2.682], [5.134, -3.347, -1.686], [3.562, 1.460, -8.473], [1.287, -0.813, 6.675], [4.041, 1.938, -9.327], [-1.210, 5.366, -1.173], [2.191, -7.525, -9.027], [-2.980, 0.853, 4.954], [3.566, -6.438, -8.706], [2.489, -7.175, -6.973], [-5.035, -1.801, 5.287], [-1.870, 3.021, -3.228], [-0.396, 6.283, 6.849], [-2.644, -2.052, 2.650], [2.559, 0.163, -1.730], [0.931, -1.679, -2.060], [2.783, -4.292, 3.411], [0.951, 4.439, 2.421], [6.103, 0.893, -1.741], [7.720, 1.900, -0.148], [-4.952, -3.593, 5.127], [-3.291, -1.834, -4.643], [1.085, 7.001, 5.474], [4.072, -0.210, -6.825], [4.703, 2.051, -0.480], [1.805, -4.304, 3.662], [1.623, 4.808, 4.726], [4.804, -1.001, -6.659], [-3.820, 0.254, 5.303], [4.421, -1.906, 0.082], [4.911, 2.363, -6.414], [-0.438, -2.242, -0.312], [3.142, -0.702, -7.110], [-3.259, 3.024, -0.377], [-8.809, 0.917, -0.603], [1.123, -5.361, -7.100], [-3.333, -2.672, -2.941], [-0.389, 0.146, 4.648], [-3.344, -2.876, 4.407], [-3.777, -0.360, 0.292], [1.520, -4.017, -5.108], [-2.000, -4.746, 0.364], [-7.028, -1.489, -0.211], [-4.598, -2.360, 7.822], [5.470, -1.655, 0.235], [3.863, 1.928, -1.027], [-3.388, 1.857, 4.834], [-5.230, -3.148, 7.834], [-0.428, 7.111, 7.426], [-6.742, 1.720, 0.563], [-0.093, -3.465, 3.768], [4.579, 0.299, 3.125], [-2.929, -2.041, 6.614], [-1.688, 1.991, -5.787], [1.943, -5.359, -5.312], [1.873, 3.268, -2.500], [-1.879, 0.960, 5.881], [0.037, 5.728, 3.821], [-2.971, -0.968, -2.979], [3.964, -2.006, 1.067], [4.009, -1.013, -4.400], [-3.728, -2.777, 6.707], [-2.909, 5.273, -1.462], [-4.369, 0.451, 0.404], [-3.560, -2.179, 3.227], [4.119, 2.365, 3.334], [-0.664, -3.092, 0.184], [3.238, -3.295, -0.950], [-2.257, 3.711, -0.481], [-1.246, -5.368, 0.617], [1.937, 0.920, -1.973], [0.045, 1.260, -1.984], [-1.082, 6.410, 6.120], [1.255, -5.124, 3.450], [-2.717, 0.505, 3.955], [0.990, -1.569, 7.276], [0.991, 1.193, 0.414], [-0.282, -4.366, 4.184], [1.235, -3.846, -4.070], [-0.515, 3.761, 3.156], [3.935, -0.008, -0.088], [1.906, 5.622, 7.012], [-2.861, -2.678, -0.097], [3.757, 0.707, -5.588], [0.914, 4.270, -3.762], [0.505, 0.333, -0.048], [1.507, 1.322, 5.257], [-2.353, 3.600, -5.561], [0.364, 0.329, 6.706], [5.881, 1.595, -0.785], [0.204, 4.178, 5.352], [-5.514, 0.181, -0.423], [-3.742, -2.839, -5.157], [-5.458, -1.914, 0.400], [-0.007, -3.846, 0.326], [3.585, -0.099, -4.327]],
  "lowdin_spin": [0.000, 0.000, 0.000, 0.000, 0.000, 0.000, 0.000, 0.000, 0.000, 0.000, 0.028, 0.000, 0.000, 0.000, 0.000, 0.000, 0.001, 0.000, 0.000, 0.061, 0.000, 0.000, 0.000, 0.000, 0.000, 0.000, 0.001, 0.000, 0.000, 0.000, 0.000, 0.000, 0.000, 0.000, 0.000, 0.000, 0.002, 0.001, 0.000, 0.000, 0.000, 0.047, 0.000, 0.000, 0.000, 0.000, 0.000, 0.001, 0.000, 0.000, 0.000, 0.000, 0.000, 0.002, 0.000, 0.009, 0.000, 0.000, 0.000, 0.000, 0.000, 0.000, 0.000, 0.000, 0.001, 0.001, 0.000, 0.000, 0.000, 0.000, 0.000, 0.000, 0.000, 0.000, 0.000, 0.000, 0.000, 0.001, 0.000, 0.000, 0.000, 0.000, 0.000, 0.000, 0.000, 0.000, 0.000, 0.000, 0.000, 0.000, 0.000, 0.000, 0.000, 0.000, 0.000, 0.000, 0.000, 0.000, 0.000, 0.000, 0.000, 0.000, 0.000, 0.000, 0.000, 0.000, 0.000, 0.000, 0.000, 0.000, 0.000, 0.000, 0.000, 0.000, 0.000, 0.000, 0.000, 0.000, 0.000, 0.000, 0.000, 0.000, 0.000, 0.000, 0.000, 0.000, 0.000, 0.000, 0.000, 0.000, 0.000, 0.000, 0.000, 0.000, 0.013, 0.000, 0.000, 0.000, 0.000, 0.001, 0.017, 0.000, 0.000, 0.003, 0.000, 0.000, 0.000, 0.000, 0.000, 0.000, 0.002, 0.000, 0.000, 0.000, 0.000, 0.000, 0.000, 0.000, 0.000, 0.000, 0.000, 0.000, 0.000, 0.000, 0.681, 0.001, 0.000, 0.000, 0.000, 0.001, 0.000, 0.000, 0.000, 0.000, 0.000, 0.000, 0.000, 0.000, 0.000, 0.000, 0.000, 0.000, 0.000, 0.000, 0.000, 0.000, 0.000, 0.000, 0.000, 0.000, 0.000, 0.000, 0.125, 0.000, 0.000, 0.000, 0.000],
  "homo_lumo_gap_ha": [0.3121, 0.1031],
  "spin_multiplicity": 2,
  "total_charge": 1,
  "total_energy_ev": -110610.7673,
  "fmax_ha_per_bohr": 0.169,
  "s_squared": 0.7544
}



[2]
{
  "formula": "C4H12",
  "method": "ωB97M-V/def2-TZVPD",
  "elements": ["H", "H", "H", "C", "C", "H", "H", "H", "H", "H", "C", "H", "H", "H", "C", "H"],
  "xyz": [[0.644, 3.256, -0.594], [0.814, 1.782, 0.341], [1.458, -1.931, -0.785], [1.211, -2.066, 0.263], [0.154, 2.612, 0.130], [-0.024, 3.270, 0.988], [-0.306, -3.277, 1.197], [-1.055, -2.274, 0.018], [1.978, -2.544, 0.870], [-1.494, 1.307, -0.119], [-0.140, -2.831, 0.237], [-2.067, 2.858, -0.413], [1.106, -1.025, 0.590], [-0.176, -3.591, -0.594], [-1.152, 2.265, -0.517], [-0.953, 2.189, -1.614]],
  "nbo_charge": [0.200, 0.210, 0.205, -0.615, -0.612, 0.205, 0.202, 0.207, 0.210, 0.200, -0.613, 0.213, 0.202, 0.202, -0.615, 0.199],
  "smiles": "CC.CC",
  "homo_lumo_gap_ha": 0.4650,
  "spin_multiplicity": 1,
  "total_charge": 0,
  "total_energy_ev": -4341.9246,
  "fmax_ha_per_bohr": 0.043,
  "e_above_lowest_ev": 0.604
}



[3]
{
  "formula": "C42H37BiClI2N10O3",
  "method": "ωB97M-V/def2-TZVPD",
  "elements": ["H", "H", "H", "C", "C", "H", "H", "Cl", "H", "I", "H", "N", "C", "C", "H", "H", "H", "C", "C", "H", "C", "H", "C", "H", "H", "O", "Bi", "C", "C", "H", "C", "C", "H", "C", "C", "I", "C", "N", "N", "H", "N", "H", "H", "C", "H", "C", "C", "N", "H", "C", "C", "H", "C", "C", "H", "C", "N", "H", "C", "H", "H", "H", "H", "N", "C", "C", "N", "H", "H", "H", "C", "C", "H", "H", "C", "C", "C", "C", "O", "C", "C", "C", "O", "C", "H", "C", "H", "C", "C", "C", "C", "C", "H", "N", "N", "H"],
  "xyz": [[0.046, 2.589, -3.886], [-6.157, 0.322, -1.269], [-5.493, -4.039, 0.689], [2.967, -0.435, 1.852], [-4.397, 1.441, -0.840], [-0.465, -4.055, -4.406], [0.430, -1.737, 3.188], [-6.171, 1.566, 4.029], [4.795, -0.116, 2.860], [-2.884, -4.709, 2.185], [0.369, 3.316, 0.929], [1.049, -1.914, 2.406], [-3.796, 0.275, 4.104], [-2.849, -1.919, 1.090], [1.246, -3.986, 2.877], [-4.330, -0.521, 4.605], [0.366, 7.521, -0.211], [5.514, 2.544, -0.369], [-3.406, -0.804, 0.373], [-1.915, 3.144, 2.350], [-0.302, -3.289, -3.668], [-1.932, -0.757, 4.112], [2.893, -3.991, -0.854], [0.151, 1.927, 2.506], [0.264, 0.446, 3.460], [-1.668, -1.833, 1.649], [-0.237, -0.293, 0.779], [0.276, 3.187, -0.143], [0.855, 5.587, -0.363], [2.484, 1.615, -1.634], [-4.921, -3.126, 0.592], [4.465, 0.990, 1.059], [-1.642, 5.748, -1.414], [5.564, 1.795, 0.790], [3.895, -3.843, -1.811], [-7.356, -2.245, -0.912], [1.953, -5.023, -0.971], [0.954, -2.887, -3.289], [4.186, 0.108, 2.092], [-0.338, 0.758, -2.231], [2.417, 0.029, 0.757], [4.624, -3.046, -1.728], [2.464, -1.155, 3.785], [1.977, -5.940, -2.016], [0.559, 4.882, -3.044], [-3.642, -3.052, 1.167], [0.885, -3.341, 2.067], [-0.001, 1.962, -0.590], [4.695, -4.666, -3.615], [-5.174, 0.319, -0.817], [4.411, 2.477, -1.232], [-2.242, -2.554, -2.929], [0.400, 4.061, -2.356], [-1.106, 6.690, -1.484], [-0.489, 7.745, -3.017], [2.977, -5.781, -2.959], [1.108, -4.850, 0.108], [1.827, -3.283, -3.599], [-4.469, 1.426, 3.724], [6.420, 1.837, 1.453], [1.650, -1.463, -1.846], [4.419, 3.063, -2.142], [-4.327, 3.369, 2.841], [0.036, 6.653, -0.608], [0.812, -1.930, -2.346], [3.345, 0.933, 0.227], [-0.457, -1.685, -2.101], [0.299, -5.404, 0.335], [-1.760, 7.488, -1.135], [3.090, -2.361, 2.666], [0.113, 2.788, -2.825], [-3.116, 1.395, -0.274], [-4.751, 2.357, -1.293], [-2.486, 2.274, -0.279], [0.476, 4.269, -0.986], [-5.448, -2.056, -0.072], [-1.163, -2.536, -2.928], [2.420, -1.505, 2.751], [-0.787, 6.845, -2.850], [-3.794, 2.466, 3.107], [3.321, 1.676, -0.951], [-0.088, 1.767, -1.913], [1.839, 5.671, 0.340], [3.922, -4.745, -2.861], [-0.187, -3.507, 1.972], [-4.705, -0.856, -0.190], [3.037, -6.474, -3.789], [-2.443, 2.327, 2.832], [1.564, -3.766, 0.803], [-0.334, 0.972, 2.712], [-1.747, 1.164, 3.159], [-2.444, 0.154, 3.824], [6.344, 3.191, -0.619], [-2.626, 0.312, 0.287], [2.623, -3.226, 0.274], [1.248, -6.736, -2.098]],
  "mulliken_charge": [0.515, 0.226, 0.422, 0.314, -1.237, 0.442, 0.185, -0.227, 0.236, -0.010, 0.478, -0.304, -0.898, -0.268, 0.539, 0.459, 0.287, -0.570, -0.582, 0.485, -0.564, 0.219, 0.170, 0.902, 0.717, -0.529, 3.154, -0.577, -0.197, 0.316, -0.313, 0.521, 0.275, -1.161, -0.477, 0.075, 0.770, 0.122, -0.058, 0.119, 0.708, 0.476, 0.600, -1.146, 0.637, 0.003, -0.314, 1.284, 0.388, -1.105, -0.725, 0.509, -0.150, -0.452, 0.323, -0.403, 0.027, 0.251, 0.359, 0.440, 0.640, 0.462, 0.468, -0.103, -0.808, -0.254, 0.062, 0.192, 0.427, 0.545, -1.112, -0.791, 0.558, 0.530, -0.488, -0.297, -0.744, -1.639, -0.517, -0.959, -0.303, -0.315, -0.634, -0.790, -0.695, 1.534, 0.404, -0.220, 0.500, -1.879, 0.413, -0.147, 0.411, 0.592, -0.195, 0.465],
  "homo_lumo_gap_ha": 0.2751,
  "spin_multiplicity": 1,
  "total_charge": 1,
  "total_energy_ev": -99760.3471,
  "fmax_ha_per_bohr": 0.008,
  "e_above_lowest_ev": 0.567
}